Run 1
Molecular formula: C13H10N5O7RuSe
Method: DFT, ωB97M-V/def2-TZVPD

Last column: Löwdin spin population.
Element x y z (Å)
Ru (0.9097, 0.4893, 0.4771)  2.452
O (3.0523, -0.3556, -2.7832)  0.038
C (2.1503, 0.1263, -2.1780)  0.018
O (2.2946, 0.5096, -0.8602)  0.211
C (0.8002, 0.5152, -2.7091)  0.014
C (0.5954, 1.2275, -3.8807)  -0.001
C (-0.6237, 1.8652, -4.0632)  0.005
C (-1.5905, 1.9499, -3.0730)  -0.001
C (-1.3522, 1.2262, -1.9222)  0.007
C (-0.2557, 0.3744, -1.8098)  0.009
O (-0.1447, -0.4855, -0.7879)  0.100
N (-2.0470, 1.5442, -0.6774)  0.004
O (-3.2149, 1.7950, -0.6773)  0.014
O (-1.3213, 1.6247, 0.3349)  0.057
N (-0.8496, 2.6182, -5.3171)  0.000
O (0.0256, 2.5699, -6.1514)  0.000
O (-1.9016, 3.2111, -5.4171)  0.001
H (1.3789, 1.3330, -4.6186)  0.000
H (-2.4495, 2.5963, -3.1845)  0.000
Se (4.2409, 2.7662, 3.2093)  0.747
C (2.9129, 2.0167, 2.3113)  0.093
N (2.0336, 1.5265, 1.7292)  0.137
C (0.2124, -4.5065, 2.6000)  0.001
C (0.0129, -3.0327, 2.5925)  0.006
C (-0.7698, -2.2097, 3.3756)  0.004
C (-0.5571, -0.9051, 2.9146)  0.016
N (0.3185, -0.9322, 1.9096)  0.053
N (0.6562, -2.2310, 1.7238)  0.004
C (-1.1609, 0.3658, 3.3987)  0.005
H (-0.4157, -4.9588, 3.3627)  0.000
H (1.2503, -4.7593, 2.8167)  0.000
H (-0.0534, -4.9399, 1.6357)  0.000
H (-1.4156, -2.5128, 4.1810)  0.001
H (1.2492, -2.5018, 0.9566)  0.002
H (-1.1158, 0.4124, 4.4855)  0.000
H (-2.2076, 0.4298, 3.1012)  0.000
H (-0.6473, 1.2377, 2.9946)  0.002

Values from the calculation:
frontier orbital gap (alpha / beta) = 8.512 / 5.664 eV
multiplicity = 5
M = 528.3 Da
LUMO (alpha / beta) = -4.3 / -7.2 eV
expectation value of S² = 6.032
net charge = +1

---

Run 2
Molecular formula: C13H10N5O7RuSe
Method: DFT, ωB97M-V/def2-TZVPD

Last column: Löwdin spin population.
Element x y z (Å)
Ru (0.9983, 0.6432, 0.6239)  2.448
O (4.0703, 0.3931, -1.9117)  0.037
C (2.9402, 0.5077, -1.5713)  0.018
O (2.6077, 1.0140, -0.3374)  0.182
C (1.7213, 0.2697, -2.4155)  0.022
C (1.6120, 0.7146, -3.7248)  -0.003
C (0.3553, 0.7870, -4.2971)  0.013
C (-0.8139, 0.5632, -3.5898)  -0.003
C (-0.6682, 0.1146, -2.2955)  0.014
C (0.5802, -0.1823, -1.7599)  0.009
O (0.6925, -0.8097, -0.5766)  0.102
N (-1.7831, 0.1888, -1.3498)  0.003
O (-2.8822, -0.1425, -1.6886)  0.005
O (-1.5118, 0.7228, -0.2651)  0.052
N (0.2375, 1.2545, -5.6980)  0.001
O (1.2668, 1.4868, -6.2879)  0.001
O (-0.8817, 1.3570, -6.1485)  0.002
H (2.4852, 1.0379, -4.2755)  0.000
H (-1.7811, 0.7733, -4.0241)  0.000
Se (2.5289, 4.5303, 3.3419)  0.773
C (1.8335, 3.1702, 2.4072)  0.098
N (1.3778, 2.2916, 1.8068)  0.129
C (-0.9248, -3.8696, 2.8681)  0.003
C (-0.8233, -2.3878, 2.7878)  0.020
C (-1.4563, -1.3833, 3.4984)  0.008
C (-0.9844, -0.1749, 2.9893)  0.020
N (-0.0811, -0.4205, 2.0298)  0.037
N (-0.0168, -1.7740, 1.9144)  0.000
C (-1.4453, 1.1850, 3.3767)  0.003
H (-1.6725, -4.1482, 3.6056)  0.000
H (0.0288, -4.3085, 3.1629)  0.001
H (-1.2148, -4.2930, 1.9062)  0.001
H (-2.1843, -1.5127, 4.2809)  0.000
H (0.5440, -2.1858, 1.1835)  0.001
H (-1.4728, 1.2759, 4.4614)  0.000
H (-2.4588, 1.3331, 3.0013)  0.001
H (-0.8232, 1.9787, 2.9709)  0.001

Values from the calculation:
frontier orbital gap (alpha / beta) = 8.758 / 5.696 eV
multiplicity = 5
M = 528.3 Da
LUMO (alpha / beta) = -4.0 / -7.2 eV
expectation value of S² = 6.027
net charge = +1

---

Stability, descending: run 2, run 1

---

Run 1
Molecular formula: C2H4NO2S
Method: DFT, ωB97M-V/def2-TZVPD

Last column: natural (NBO) charge in e.
Element x y z (Å)
C (-0.4324, -1.3363, 1.1977)  -0.169
C (-0.1406, 0.5429, -0.2278)  -0.444
N (-0.8883, -0.2898, 0.6937)  -0.546
O (-2.4560, -1.5820, 4.1255)  -0.953
O (-0.9390, -3.4989, 3.8565)  -0.963
S (-1.9631, -2.6393, 3.2282)  1.516
H (0.5910, -1.7230, 0.9729)  0.061
H (0.0680, 1.5041, 0.2549)  0.179
H (-0.7538, 0.7381, -1.1128)  0.175
H (0.8207, 0.1010, -0.5515)  0.144

Values from the calculation:
frontier orbital gap (alpha / beta) = 6.179 / 6.236 eV
multiplicity = 1
M = 106.1 Da
LUMO (alpha / beta) = 3.9 / 3.9 eV
net charge = -1

---

Run 2
Molecular formula: C2H4NO2S
Method: DFT, ωB97M-V/def2-TZVPD

Last column: natural (NBO) charge in e.
Element x y z (Å)
C (-0.2816, 0.1079, -0.5513)  0.078
C (0.1027, -0.5954, 0.6083)  -0.721
N (-0.2714, -0.3628, -1.7268)  -0.798
O (2.7013, 1.7004, 1.6335)  -0.938
O (3.4801, -0.5778, 2.0557)  -0.938
S (2.7538, 0.3081, 1.1182)  1.547
H (-0.4556, 1.2797, -0.3029)  0.101
H (-0.4083, -0.2919, 1.4489)  0.176
H (0.3181, -1.7531, 0.5861)  0.178
H (-0.7321, 0.1877, -2.4799)  0.315

Values from the calculation:
frontier orbital gap (alpha / beta) = 6.515 / 6.530 eV
multiplicity = 1
M = 106.1 Da
LUMO (alpha / beta) = 3.8 / 3.8 eV
net charge = -1

---

Stability, descending: run 2, run 1

---

Run 1
Molecular formula: CH5N3OP
Method: DFT, ωB97M-V/def2-TZVPD

Last column: natural (NBO) charge in e.
Element x y z (Å)
C (-0.5389, 0.1019, -0.0360)  0.670
N (-1.4769, -0.7695, 0.0449)  -0.700
N (-0.6764, 1.4338, -0.1152)  -0.740
N (0.7390, -0.3573, 0.0358)  -1.022
O (3.1717, -0.7346, -0.1045)  -0.963
P (2.2997, 0.3936, 0.1242)  1.540
H (-2.3913, -0.3901, -0.0546)  0.432
H (-1.0962, -1.6518, -0.0587)  0.438
H (-1.6159, 1.6651, 0.1850)  0.412
H (0.1152, 1.9872, 0.2068)  0.430
H (1.4698, -1.6783, -0.2277)  0.504

Values from the calculation:
frontier orbital gap = 10.437 eV
multiplicity = 1
M = 106.0 Da
LUMO = -5.0 eV
net charge = +1

---

Run 2
Molecular formula: CH5N3OP
Method: DFT, ωB97M-V/def2-TZVPD

Last column: natural (NBO) charge in e.
Element x y z (Å)
C (-0.3239, -0.1536, -0.5007)  0.602
N (-0.8695, -0.9390, -1.4521)  -0.803
N (-0.9494, -0.1146, 0.6963)  -0.799
N (0.7749, 0.5182, -0.6489)  -0.873
O (2.0280, 1.1824, 3.0451)  -0.841
P (2.8397, 1.4208, 1.9169)  1.733
H (-1.7476, -1.4072, -1.3168)  0.406
H (-0.4482, -1.0002, -2.3625)  0.412
H (-1.8639, -0.5140, 0.8080)  0.403
H (-0.6398, 0.5550, 1.3761)  0.401
H (1.1995, 0.4523, -1.5613)  0.360

Values from the calculation:
frontier orbital gap = 5.337 eV
multiplicity = 1
M = 106.0 Da
LUMO = -7.4 eV
net charge = +1

---

Stability, descending: run 2, run 1